Density functional theory data (wB97M-V/def2-TZVPD) for C20H33Cl5N6OPd as an isolated structure at a distorted geometry.

## Properties
Orbital gap   0.2689 hartree
E_tot   -98342.6060 eV
HOMO   -13.529 eV
Energy above the lowest of the compared OMol25 structures with the same formula, charge and spin   134.88 kJ/mol
Strongest force on any atom   1.578 eV/Å

ORCA input file:
```
! RIJCOSX wB97M-V def2-TZVPD def2/J DEFGRID3
* xyz 2 1
Pd 0.42 -0.21 -0.09
Cl 0.51 -2.49 1.46
C -0.01 -2.90 -0.15
C 0.07 -1.88 -1.09
C -0.27 -2.23 -2.39
Cl -0.27 -1.05 -3.67
C -0.68 -3.52 -2.73
Cl -1.06 -3.92 -4.35
C -0.80 -4.50 -1.74
Cl -1.34 -6.07 -2.13
C -0.47 -4.18 -0.42
Cl -0.64 -5.33 0.84
C 0.47 4.65 2.62
N 0.96 3.30 2.38
C 0.52 2.48 1.41
N -0.44 2.93 0.57
O 1.05 1.35 1.27
H 1.10 5.11 3.38
H -0.55 4.65 2.99
H 0.53 5.26 1.72
H 1.66 2.91 2.98
H -1.02 3.70 0.87
H -0.92 2.22 0.04
C 3.34 1.58 -3.56
C 2.07 1.52 -2.69
N 2.39 1.08 -1.32
C 3.15 2.15 -0.67
C 4.34 2.59 -1.56
N 4.52 1.54 -2.62
C 4.62 0.19 -1.97
C 3.23 -0.14 -1.38
H 3.42 2.49 -4.14
H 3.43 0.73 -4.23
H 1.36 0.84 -3.13
H 1.61 2.51 -2.62
H 3.49 1.80 0.30
H 2.49 3.00 -0.51
H 5.27 2.66 -1.00
H 4.16 3.53 -2.07
H 5.37 1.72 -3.14
H 5.40 0.27 -1.21
H 4.95 -0.53 -2.72
H 3.35 -0.55 -0.38
H 2.72 -0.87 -2.01
C -2.16 -1.30 3.80
C -3.20 -0.43 3.09
N -3.48 -0.83 1.71
C -4.77 -1.49 1.48
C -4.75 -2.96 1.87
C -2.62 -0.58 0.72
C -2.97 -1.02 -0.67
N -1.49 0.07 0.90
H -2.09 -1.00 4.85
H -1.17 -1.21 3.36
H -2.45 -2.35 3.77
H -2.89 0.62 3.10
H -4.14 -0.48 3.63
H -5.06 -1.38 0.44
H -5.52 -0.96 2.07
H -4.00 -3.51 1.30
H -5.72 -3.41 1.68
H -4.53 -3.09 2.93
H -3.81 -0.43 -1.05
H -3.25 -2.07 -0.70
H -2.12 -0.86 -1.32
H -1.30 0.29 1.87
*
```

natural (NBO) population analysis, charges in e, atoms 1 to 5:
1. Pd 0.888
2. Cl 0.040
3. C -0.091
4. C -0.213
5. C -0.096